80
Properties=species:S:1:pos:R:3:forces:R:3 method="wB97M-V/def2-TZVPD" spin_multiplicity=1 gap_ev=6.426 energy_ev=-273438.03309 homo_energy_ev=-4.5 max_force_ev_per_a=0.58 lumo_ev=1.89 charge=-1
Cs 0.31162 0.49819 -1.46930 -0.030 0.081 -0.201
C -3.06003 -1.70598 3.20448 0.017 -0.016 0.006
C -2.22709 -2.26004 2.08463 0.005 0.048 0.075
C -1.52956 -3.45694 2.20563 0.003 -0.001 -0.012
C -0.72316 -3.90824 1.17473 -0.008 -0.003 0.012
C -0.65883 -3.10896 0.04889 0.083 0.021 -0.065
Br 0.46973 -3.64054 -1.41175 -0.034 -0.005 0.062
N -1.29977 -1.98101 -0.11138 -0.142 0.046 0.026
C -2.07747 -1.56122 0.89455 0.076 0.011 -0.063
H -3.58957 -2.50272 3.72905 0.001 -0.009 0.004
H -3.78812 -0.97536 2.85317 0.024 -0.014 -0.022
H -2.41597 -1.20050 3.92934 0.001 -0.007 -0.001
H -1.60821 -4.03480 3.11997 0.006 -0.010 -0.005
H -0.15653 -4.82511 1.24191 -0.003 -0.002 0.003
H -2.60638 -0.62711 0.73478 -0.008 -0.027 -0.035
C 1.62799 -4.94847 4.38867 0.008 -0.005 -0.007
C 1.66327 -3.57464 3.77333 -0.003 0.037 0.022
C 2.36902 -3.34043 2.59874 0.014 -0.016 0.008
C 2.37604 -2.08516 2.00459 -0.003 -0.003 -0.009
C 1.67232 -1.04513 2.58884 -0.005 -0.056 -0.023
C 0.96560 -1.25944 3.76546 0.006 0.057 -0.015
C 0.96525 -2.51486 4.34960 0.022 -0.036 -0.007
S 1.62151 0.57842 1.84347 0.053 -0.106 -0.128
O 0.24571 0.70572 1.39140 -0.343 0.004 0.422
O 2.03969 1.49328 2.88397 -0.017 0.045 -0.011
N 2.50840 0.51901 0.55572 0.364 0.311 0.320
C 3.77534 1.06099 0.50138 -0.019 -0.195 0.125
C 4.66166 1.20077 1.55873 -0.017 -0.044 -0.025
C 5.94515 1.74516 1.38232 -0.006 -0.009 0.004
C 6.39063 2.15606 0.15801 0.013 0.004 0.003
C 5.53000 2.03160 -0.95572 0.026 0.010 -0.001
C 5.91229 2.44103 -2.25367 0.016 0.004 0.004
C 5.04090 2.31506 -3.29318 -0.036 -0.025 0.017
C 3.76625 1.76931 -3.02887 -0.019 -0.021 0.020
N 3.37355 1.37263 -1.84670 0.110 0.056 -0.065
C 4.23226 1.49131 -0.79499 -0.084 -0.034 -0.157
H 1.03901 -5.63647 3.77618 -0.005 0.000 -0.002
H 1.18155 -4.92472 5.38280 0.000 0.006 -0.002
H 2.63005 -5.37150 4.47768 -0.002 0.007 -0.010
H 2.91679 -4.15374 2.13394 0.001 0.006 -0.002
H 2.91689 -1.90069 1.08471 0.004 -0.011 0.001
H 0.42232 -0.43711 4.21495 0.004 -0.010 0.003
H 0.41052 -2.67939 5.26722 -0.002 0.006 -0.002
H 4.34987 0.89900 2.54766 -0.006 0.004 0.004
H 6.59220 1.83389 2.24733 -0.003 -0.001 0.005
H 7.38105 2.57411 0.02394 -0.001 0.001 0.000
H 6.90332 2.85626 -2.40060 0.002 0.001 0.002
H 5.30279 2.62231 -4.29687 -0.004 0.002 -0.005
H 3.04720 1.66153 -3.83734 0.009 0.007 -0.005
C -3.42724 4.09393 1.85551 -0.009 -0.003 0.008
C -2.89654 4.10890 0.45174 -0.031 0.052 -0.008
C -3.03958 5.19919 -0.39584 0.000 -0.011 0.002
C -2.52561 5.16357 -1.68420 -0.018 0.006 0.008
C -1.87543 4.00478 -2.06239 -0.037 -0.016 -0.009
Br -1.13592 3.87696 -3.82475 -0.020 0.006 0.036
N -1.72279 2.95297 -1.29664 0.041 0.013 0.081
C -2.22782 3.00479 -0.06287 0.032 -0.130 -0.053
H -4.11220 4.92564 2.02037 0.003 0.015 0.002
H -2.60964 4.17837 2.57488 0.001 -0.001 -0.007
H -3.95878 3.16493 2.06589 0.009 0.009 -0.018
H -3.56356 6.08330 -0.05104 0.000 0.003 -0.003
H -2.62689 5.99451 -2.36627 0.001 0.002 -0.001
H -2.09690 2.11435 0.54369 0.030 0.025 0.001
C -2.77185 0.09273 -5.76277 0.014 0.005 -0.044
P -1.92177 -0.85602 -4.48615 -0.070 0.066 0.297
C -3.11024 -1.07147 -3.15678 0.046 -0.018 -0.109
C -1.65292 -2.50312 -5.17278 0.026 -0.007 -0.052
O -0.65374 -0.20803 -4.04304 -0.034 -0.135 -0.403
H -3.63000 -0.44477 -6.16750 -0.012 0.007 0.026
H -2.06608 0.31435 -6.56367 -0.009 -0.011 -0.013
H -3.10482 1.03371 -5.32336 0.007 0.002 -0.005
H -4.04104 -1.51250 -3.51717 -0.006 0.002 0.027
H -3.32802 -0.10689 -2.69297 0.031 -0.012 -0.047
H -2.67661 -1.71060 -2.38519 0.003 0.005 -0.002
H -2.57300 -2.93556 -5.56742 -0.007 0.001 0.024
H -1.26169 -3.14016 -4.37829 -0.001 0.000 -0.005
H -0.90861 -2.43929 -5.96702 -0.011 -0.004 -0.010
Se -4.97932 0.60619 -0.58041 -0.016 -0.006 -0.083
C -5.11522 0.84918 1.21250 -0.108 0.026 0.136
N -5.20321 1.00070 2.36255 0.076 0.000 -0.039

=====

81
Properties=species:S:1:pos:R:3:forces:R:3 method="wB97M-V/def2-TZVPD" spin_multiplicity=1 gap_ev=5.822 energy_ev=-139435.19899 homo_energy_ev=-10.4 max_force_ev_per_a=2.52 lumo_ev=-4.56 charge=+1
Sn 0.11571 0.27305 0.20939 -0.195 0.106 0.695
Br 2.71439 0.54541 2.03287 0.034 0.159 0.059
C 1.99098 1.83649 3.22531 0.187 -0.106 0.152
C 2.77133 2.23198 4.27329 -0.073 -0.093 -0.200
C 2.27921 3.17365 5.19209 -0.110 0.088 0.063
C 1.01671 3.67136 5.05293 0.091 0.058 0.103
C 0.18084 3.27084 3.98767 0.203 -0.303 -0.219
C -1.13803 3.76249 3.87027 -0.185 0.016 0.010
C -1.96022 3.35754 2.86176 0.062 -0.022 0.068
C -1.48260 2.44637 1.89466 -0.072 0.345 0.144
C -0.21369 2.00241 2.00654 -0.182 -1.269 -2.175
C 0.68148 2.33140 3.02411 0.201 0.112 0.205
H 3.76108 1.81608 4.39667 0.014 0.011 -0.012
H 2.91004 3.48755 6.01112 -0.010 0.018 0.036
H 0.62640 4.38582 5.76568 0.000 0.014 0.023
H -1.49336 4.45419 4.62256 0.011 0.045 0.004
H -2.97885 3.70981 2.78207 -0.023 0.072 0.071
H -2.14252 2.10503 1.11385 0.065 0.113 -0.029
O 1.32694 -2.55556 0.92492 -0.021 -0.017 0.059
C 0.49887 -2.38787 1.80372 0.151 -0.263 0.110
C 0.08891 -3.38316 2.86709 -0.046 0.033 0.068
C -0.83815 -2.57045 3.77057 0.053 -0.053 -0.041
C -0.95969 -1.22175 3.07115 -0.302 0.183 0.436
O -1.64105 -0.28972 3.44524 -0.017 -0.229 -0.010
N -0.18401 -1.22428 1.93835 0.064 0.546 -1.328
H 0.96258 -3.79045 3.37319 0.034 0.039 -0.059
H -0.41947 -4.21439 2.37612 0.034 -0.003 -0.015
H -0.44439 -2.42523 4.77619 -0.006 0.063 -0.021
H -1.83253 -3.00361 3.87427 -0.007 0.049 0.014
C -1.33407 3.18975 -1.49775 -0.279 0.276 -0.047
C -1.64777 4.15751 -2.67898 0.133 -0.181 0.263
N -0.61995 4.00712 -3.69250 -0.137 0.449 -0.490
C -0.63446 2.65436 -4.22001 0.061 -0.136 0.295
C -0.34210 1.65567 -3.06067 -0.141 0.064 -0.446
N -0.13965 2.40241 -1.81529 0.079 -0.867 0.772
C 1.00059 3.30784 -1.97054 0.193 0.280 -0.144
C 0.68134 4.31498 -3.12291 0.020 -0.205 0.209
H -2.15458 2.50286 -1.31292 0.004 0.051 0.045
H -1.14684 3.74601 -0.57777 0.043 -0.068 0.014
H -1.65419 5.19346 -2.33818 -0.046 0.003 -0.025
H -2.62105 3.93778 -3.12042 0.011 0.021 -0.022
H 0.12207 2.57877 -5.00222 -0.041 -0.015 -0.032
H -1.61170 2.46041 -4.66402 0.027 0.020 -0.060
H 0.56320 1.08463 -3.26131 -0.059 -0.089 0.086
H -1.16549 0.95549 -2.91342 0.036 -0.037 0.008
H 1.88663 2.71695 -2.20079 -0.008 0.004 0.033
H 1.16833 3.83116 -1.02687 -0.010 -0.078 0.031
H 1.43139 4.25126 -3.91178 0.015 0.060 0.017
H 0.65646 5.33717 -2.74434 0.061 0.017 -0.059
N 2.58700 -1.78161 -3.18717 -0.016 -0.079 0.028
C 2.65647 -1.49008 -1.89071 0.132 -0.180 -0.179
S 2.41969 0.14313 -1.40834 -0.451 0.578 0.781
N 3.00021 -2.41710 -1.02009 -0.091 -0.133 0.045
C 2.89589 -3.82765 -1.20321 0.107 -0.424 -0.187
C 1.81755 -4.38757 -1.87839 -0.046 0.144 0.084
C 1.72294 -5.76403 -2.00152 0.030 -0.052 -0.047
C 2.70359 -6.58120 -1.45826 0.011 0.002 0.045
C 3.76320 -6.02005 -0.75978 -0.066 -0.025 0.016
C 3.85782 -4.64473 -0.62572 0.075 0.160 -0.064
H 2.43504 -1.04133 -3.84874 -0.115 0.007 0.032
H 2.83014 -2.70200 -3.52169 0.034 0.015 -0.028
H 3.06385 -2.12898 -0.05432 -0.210 0.128 -0.053
H 1.03447 -3.74913 -2.26617 -0.032 -0.008 -0.029
H 0.87212 -6.19888 -2.50818 -0.016 0.019 -0.020
H 2.63486 -7.65464 -1.56540 -0.020 -0.016 0.011
H 4.51397 -6.65567 -0.31080 0.024 0.009 -0.012
H 4.67713 -4.19795 -0.07775 0.041 0.000 -0.001
N -0.50308 -1.14001 -1.30349 0.425 0.809 0.893
C -1.28351 -1.98837 -1.58602 0.092 -0.081 -0.016
N -2.10616 -2.77174 -2.06505 -0.313 0.608 -0.197
C -2.36351 -4.05246 -2.02815 0.074 -0.504 0.258
N -2.65923 -5.16891 -2.03120 0.077 0.053 -0.019
N -4.70123 -0.42865 0.55003 0.046 0.016 -0.113
C -4.89428 0.01657 -0.73129 -0.011 0.059 -0.161
C -3.70809 0.56084 -1.11589 -0.082 -0.078 -0.062
N -2.79922 0.46048 -0.08884 0.466 -0.243 0.217
C -3.43144 -0.14292 0.89585 0.068 -0.055 0.082
H -5.37853 -0.91348 1.11412 0.026 0.047 0.057
H -5.83504 -0.07740 -1.24045 -0.027 -0.044 -0.035
H -3.45464 1.01576 -2.05657 -0.063 -0.027 -0.074
H -3.00301 -0.35083 1.86226 -0.091 0.013 0.089